Computed, not measured: a molecular structure, C4H4LiNaO5 in a non-equilibrium geometry, with wB97M-V/def2-TZVPD.

Atoms and positions in Å:
1 Na 2.37 3.10 1.27
2 O 0.99 2.23 -0.82
3 O -0.83 0.37 1.27
4 O 1.48 1.57 -2.86
5 O 0.71 -0.95 0.54
6 O -0.55 2.13 -2.36
7 C -0.50 -1.61 0.22
8 C 0.67 2.10 -2.09
9 C -1.55 -0.79 0.95
10 C 0.43 0.04 1.35
11 Li 2.24 -2.11 0.65
12 H -0.47 -2.64 0.58
13 H -2.39 -0.53 0.30
14 H -0.66 -1.64 -0.85
15 H -1.94 -1.28 1.84

Properties
HOMO energy (alpha / beta): -4.3 / -4.3 eV
Max |F|: 0.0760 hartree/bohr
Orbital gap (alpha / beta): 2.4 / 2.4 eV
Net charge: 0
LUMO (alpha / beta): -1.9 / -1.9 eV
Molar mass: 162.00 g/mol

Atomic partial charges in e from the natural (NBO) method, atoms 1 to 8: Na 0.91; O -0.99; O -0.44; O -0.79; O -0.60; O -0.78; C -0.15; C 0.91

Computed, not measured: a single C12H15NO molecule in a non-equilibrium geometry, with wB97M-V/def2-TZVPD.

Atoms and positions in Å:
1 O 1.60 -2.07 -1.12
2 N 1.50 -0.92 -0.65
3 C 3.37 0.38 -1.44
4 C -3.07 -1.27 -0.74
5 C -3.40 -0.08 -1.39
6 C 1.63 1.37 0.05
7 C 0.88 0.94 1.39
8 C -2.65 1.07 -1.09
9 C 2.13 0.13 -0.68
10 C -2.02 -1.32 0.12
11 C -1.69 0.98 -0.16
12 C -0.12 -0.21 1.28
13 C 0.05 -1.33 2.18
14 C -1.32 -0.23 0.42
15 H -1.24 1.92 0.11
16 H -0.87 -1.46 2.82
17 H 0.59 1.92 1.69
18 H 4.03 0.95 -0.72
19 H -1.78 -2.39 0.39
20 H 3.85 -0.53 -1.61
21 H 1.20 2.04 -0.73
22 H -3.67 -2.19 -0.91
23 H 1.02 -1.17 2.79
24 H -2.97 1.96 -1.61
25 H 1.57 0.57 2.07
26 H 0.02 -2.23 1.58
27 H -4.19 0.12 -2.06
28 H 2.43 1.98 0.41
29 H 3.13 1.04 -2.37

Properties
HOMO energy (alpha / beta): -8.7 / -6.9 eV
Max |F|: 0.0826 hartree/bohr
Orbital gap (alpha / beta): 8.8 / 6.8 eV
Net charge: 0
LUMO (alpha / beta): 0.1 / 0.0 eV
Molar mass: 189.26 g/mol

Atomic partial charges in e from the natural (NBO) method, atoms 1 to 8: O -0.35; N 0.10; C -0.64; C -0.20; C -0.21; C -0.41; C -0.45; C -0.21

Computed, not measured: a single C5H6N2O molecule in a non-equilibrium geometry, with wB97M-V/def2-TZVPD.

Atoms and positions in Å:
1 O 2.30 0.37 0.18
2 N 0.18 -1.38 0.54
3 N -1.22 0.00 -0.42
4 C 0.04 -0.22 0.02
5 C -0.96 -2.01 0.53
6 C 1.14 0.76 -0.14
7 C 0.94 2.14 -0.58
8 C -1.90 -1.17 -0.04
9 H 1.04 -1.61 0.93
10 H -3.00 -1.29 -0.29
11 H -1.11 -3.04 0.81
12 H 1.81 2.80 -0.44
13 H 0.50 2.08 -1.52
14 H 0.27 2.56 0.42

Properties
HOMO energy: -9.2 eV
Max |F|: 0.1193 hartree/bohr
Orbital gap: 9.7 eV
SMILES: CC(=O)c1ncc[nH]1
Net charge: 0
LUMO: 0.5 eV
Molar mass: 110.12 g/mol

Atomic partial charges in e from the natural (NBO) method, atoms 1 to 8: O -0.58; N -0.46; N -0.43; C 0.19; C -0.09; C 0.53; C -0.68; C -0.10

Computed, not measured: a molecular structure, C32H53F6GeMnN2O5PS2, with wB97M-V/def2-TZVPD.

Atoms and positions in Å:
1 Ge -2.46 2.22 -0.65
2 Mn 0.31 0.49 -0.07
3 S 2.77 1.56 0.95
4 S 1.23 3.82 0.28
5 P -0.60 -1.35 2.75
6 F 0.95 6.08 1.64
7 F 4.68 1.38 -1.53
8 F 2.49 4.79 2.43
9 F 5.46 -0.07 -0.12
10 F 0.41 4.33 2.78
11 F 5.78 2.06 0.22
12 O 2.44 4.24 -0.38
13 O 2.22 0.16 0.82
14 O 3.22 1.86 2.31
15 O -0.04 4.23 -0.27
16 O -0.43 -0.06 2.01
17 N 1.20 2.31 0.72
18 N -0.21 -1.12 -0.70
19 C -5.20 -1.96 3.54
20 C -0.43 -4.35 -2.40
21 C -2.41 2.70 1.26
22 C 1.65 0.84 5.03
23 C 2.10 -0.90 -2.47
24 C 2.43 -3.58 2.79
25 C 1.86 -4.96 3.06
26 C -0.84 1.51 -1.42
27 C 0.13 -2.80 1.91
28 C 1.53 -3.23 -3.17
29 C 0.57 1.79 4.53
30 C 4.88 1.15 -0.22
31 C -4.17 -2.19 4.64
32 C 0.06 -2.08 -1.57
33 C 1.65 -2.83 1.70
34 C -0.80 -3.24 -1.65
35 C -3.25 -0.52 2.72
36 C 0.06 -1.11 4.45
37 C -2.85 -2.67 4.04
38 C -4.72 -0.88 2.54
39 C -2.39 -1.79 2.84
40 C -2.13 -3.23 -0.95
41 C -3.86 0.84 -0.88
42 C -0.84 -0.19 5.30
43 C 1.50 -0.52 4.35
44 C 1.28 4.79 1.87
45 C -3.11 3.83 -1.60
46 C 0.73 -4.38 -3.15
47 C 0.38 -4.86 3.43
48 C -0.84 1.27 4.85
49 C 1.21 -2.11 -2.43
50 C -0.40 -4.19 2.30
51 H -1.86 -0.56 5.34
52 H -5.32 0.03 2.64
53 H -0.28 -2.55 0.92
54 H -3.24 3.61 -2.66
55 H -2.09 -2.74 4.81
56 H -0.30 -4.81 1.41
57 H 2.83 -0.97 -3.28
58 H -2.25 -4.06 -0.24
59 H -0.47 -0.24 6.33
60 H -3.01 -3.70 3.69
61 H 0.70 1.90 3.46
62 H -0.04 -5.85 3.62
63 H 2.43 -3.21 -3.77
64 H -3.38 2.53 1.72
65 H -1.46 1.38 3.95
66 H -2.39 4.63 -1.49
67 H 2.42 -5.46 3.85
68 H -3.12 0.11 3.60
69 H -0.25 2.31 -1.87
70 H -4.87 -1.23 1.52
71 H -1.14 0.80 -2.19
72 H 3.47 -3.65 2.48
73 H -5.36 -2.91 3.02
74 H 2.63 1.23 4.79
75 H -4.72 1.01 -0.22
76 H -3.44 -0.14 -0.68
77 H 1.01 -5.26 -3.73
78 H 1.78 -0.38 3.31
79 H -4.07 4.15 -1.19
80 H -2.14 3.75 1.37
81 H -2.24 -2.29 -0.40
82 H 1.95 -5.58 2.16
83 H 0.28 -4.29 4.36
84 H -6.16 -1.68 3.97
85 H 1.60 0.73 6.12
86 H -1.66 2.11 1.79
87 H -2.55 -2.35 1.92
88 H 1.51 0.02 -2.61
89 H -2.89 0.07 1.88
90 H -1.46 -4.17 2.53
91 H -4.01 -1.26 5.20
92 H -4.22 0.85 -1.91
93 H 2.04 -1.83 1.57
94 H 0.10 -2.09 4.94
95 H 2.42 -3.01 3.72
96 H -1.31 1.87 5.63
97 H -1.10 -5.21 -2.40
98 H 2.21 -1.23 4.78
99 H -4.53 -2.92 5.36
100 H 1.81 -3.34 0.75
101 H 2.64 -0.77 -1.53
102 H 0.72 2.78 4.96
103 H -2.96 -3.29 -1.66

Properties
Expectation value of S²: 8.890
HOMO energy (alpha / beta): -0.5 / -0.9 eV
Max |F|: 0.0085 hartree/bohr
Orbital gap (alpha / beta): 4.6 / 5.0 eV
Net charge: -2
Multiplicity: 6
LUMO (alpha / beta): 4.1 / 4.0 eV
Molar mass: 882.43 g/mol

Atomic partial charges in e from the Mulliken method, atoms 1 to 8: Ge 0.78; Mn -0.16; S 0.38; S 0.60; P 0.19; F -0.27; F -0.24; F -0.24

Computed, not measured: a molecular structure, C25H23NO7PSSe2W in a non-equilibrium geometry, with wB97M-V/def2-TZVPD.

Atoms and positions in Å:
1 W 0.90 -0.02 1.07
2 Se 1.10 -1.59 -1.00
3 Se -0.79 1.37 -0.33
4 S -1.25 -1.45 1.46
5 P -0.55 -0.36 -1.69
6 O -0.12 0.92 2.33
7 O -0.12 2.09 4.25
8 O 2.11 1.62 -1.59
9 O 2.72 0.11 0.71
10 O 4.66 0.30 1.83
11 O 1.46 -1.77 1.74
12 O 1.83 -0.17 3.13
13 N 1.78 2.41 1.32
14 C 0.69 -0.20 -5.56
15 C -4.62 -2.40 -2.08
16 C 0.84 3.06 2.25
17 C -0.50 -3.26 5.60
18 C 0.49 -2.48 5.01
19 C -0.89 1.36 -3.86
20 C 0.08 0.96 -6.02
21 C -0.72 1.73 -5.19
22 C -2.22 -2.58 -1.97
23 C 0.52 -0.57 -4.23
24 C 3.06 2.08 1.99
25 C -2.16 -1.20 -1.77
26 C 2.82 2.72 -1.04
27 C -3.46 -3.17 -2.12
28 C -0.26 0.21 -3.39
29 C -1.69 -3.48 4.91
30 C 3.59 0.72 1.52
31 C -3.31 -0.42 -1.73
32 C -0.93 -2.16 3.05
33 C -4.54 -1.03 -1.88
34 C -1.92 -2.91 3.67
35 C 0.29 -1.97 3.74
36 C 0.15 1.98 3.10
37 C 1.30 -1.30 2.93
38 C 2.04 3.31 0.13
39 H -2.46 -4.09 5.35
40 H 3.82 2.40 -0.73
41 H -5.58 -2.87 -2.20
42 H -1.50 1.94 -3.19
43 H 2.59 4.18 0.48
44 H 0.05 3.58 1.70
45 H -1.31 -3.16 -2.00
46 H 1.29 -0.81 -6.22
47 H 2.91 3.49 -1.80
48 H 1.34 3.78 2.91
49 H 1.43 -2.31 5.51
50 H 2.91 2.01 3.07
51 H -0.33 -3.69 6.57
52 H 0.23 1.27 -7.05
53 H -1.20 2.61 -5.57
54 H 0.99 -1.47 -3.84
55 H -2.86 -3.05 3.17
56 H 3.82 2.85 1.81
57 H -3.53 -4.24 -2.27
58 H 2.63 1.27 -2.32
59 H -5.44 -0.43 -1.83
60 H 1.07 3.63 -0.25
61 H -3.23 0.65 -1.57

Properties
HOMO energy: -10.4 eV
Max |F|: 0.0507 hartree/bohr
Orbital gap: 5.0 eV
Net charge: +1
LUMO: -5.4 eV
Molar mass: 854.26 g/mol

Atomic partial charges in e from the natural (NBO) method, atoms 1 to 8: W 1.59; Se 0.01; Se -0.03; S -0.03; P 1.08; O -0.71; O -0.48; O -0.73

Computed, not measured: a gas-phase ion, C18H19 (charge +1) in a non-equilibrium geometry, with wB97M-V/def2-TZVPD.

Atoms and positions in Å:
1 C 1.80 3.22 0.71
2 C 0.12 -0.57 0.58
3 C 1.42 -0.83 -3.02
4 C -0.78 -1.45 -2.30
5 C -1.08 -0.94 3.08
6 C 0.84 2.34 0.18
7 C 1.08 -1.10 -4.35
8 C 0.91 -0.83 1.71
9 C 0.44 -0.82 -2.02
10 C 0.78 -0.10 -0.70
11 C -1.71 -1.02 4.43
12 C -1.86 -0.84 1.93
13 C 0.35 3.07 1.28
14 C -1.26 -0.66 0.69
15 C 0.31 -0.96 2.96
16 C -0.24 -1.46 -4.68
17 C -1.15 -1.68 -3.63
18 C 0.52 1.41 -0.90
19 H 2.46 -0.59 -2.75
20 H 1.87 -0.24 -0.55
21 H 0.93 -1.03 3.86
22 H 2.63 2.81 1.30
23 H -2.80 -1.17 4.35
24 H 2.00 -0.86 1.61
25 H 0.22 2.57 2.24
26 H -0.27 3.96 1.13
27 H -1.88 -0.53 -0.20
28 H 1.04 1.74 -1.82
29 H -2.16 -2.01 -3.86
30 H -1.55 -0.10 5.00
31 H -1.46 -1.78 -1.52
32 H -0.54 -1.57 -5.72
33 H -0.55 1.50 -1.14
34 H -1.29 -1.84 5.02
35 H 1.83 -0.99 -5.13
36 H -2.95 -0.84 2.01
37 H 1.99 4.18 0.24

Properties
HOMO energy: -11.9 eV
Max |F|: 0.0428 hartree/bohr
Orbital gap: 5.5 eV
Net charge: +1
LUMO: -6.4 eV
Molar mass: 235.35 g/mol

Atomic partial charges in e from the natural (NBO) method, atoms 1 to 8: C -0.53; C -0.09; C -0.21; C -0.21; C 0.00; C 0.63; C -0.20; C -0.21

Computed, not measured: a molecular structure, C11H22N3OSn in a non-equilibrium geometry, with wB97M-V/def2-TZVPD.

Atoms and positions in Å:
1 Sn 3.01 -0.52 0.04
2 O -1.21 2.25 0.51
3 N -2.69 0.59 0.93
4 N 4.25 -0.98 -2.32
5 N 1.43 -0.31 -1.25
6 C -1.27 -0.73 -1.50
7 C 6.27 0.46 -0.04
8 C -0.79 0.20 -0.58
9 C 0.56 0.48 -0.54
10 C -3.13 -0.82 0.95
11 C -3.42 1.48 1.85
12 C 0.99 -1.40 -1.96
13 C -0.35 -1.54 -2.20
14 C -1.59 1.09 0.32
15 C -4.50 -1.00 0.30
16 C -2.68 1.83 3.12
17 H -4.51 -0.63 -0.73
18 H 7.18 0.13 -0.56
19 H -2.36 -1.43 0.47
20 H -3.33 2.45 3.74
21 H -2.33 -0.80 -1.67
22 H 3.02 0.91 1.10
23 H 3.69 -0.52 -3.06
24 H -2.39 0.94 3.67
25 H 6.37 1.12 0.84
26 H -1.80 2.42 2.85
27 H -4.74 -2.07 0.28
28 H -5.29 -0.48 0.86
29 H -4.36 0.95 2.04
30 H -3.64 2.41 1.28
31 H 5.61 0.91 -0.74
32 H -0.67 -2.26 -2.94
33 H 5.25 -0.73 -2.45
34 H 1.00 1.27 0.06
35 H 4.19 -2.02 -2.48
36 H 1.75 -2.08 -2.37
37 H 5.69 -0.42 0.16
38 H -3.20 -1.12 2.01

Properties
HOMO energy: -11.4 eV
Max |F|: 0.0778 hartree/bohr
Orbital gap: 7.3 eV
Net charge: +1
LUMO: -4.1 eV
Molar mass: 331.03 g/mol

Atomic partial charges in e from the natural (NBO) method, atoms 1 to 8: Sn 0.99; O -0.61; N -0.41; N -1.09; N -0.63; C -0.09; C -0.85; C -0.14

Computed, not measured: a molecular structure, C32H64B3FO17 in a non-equilibrium geometry, with wB97M-V/def2-TZVPD.

Atoms and positions in Å:
1 F -9.92 2.35 4.06
2 O 3.38 0.80 0.83
3 O 9.30 -1.08 1.89
4 O 4.83 0.02 -0.62
5 O -0.40 -0.57 4.57
6 O -10.86 2.20 -2.05
7 O -10.34 0.25 3.10
8 O 10.11 -0.35 -5.67
9 O 8.24 -1.42 0.01
10 O -0.19 1.05 3.04
11 O 2.44 -4.50 -1.51
12 O -8.28 -0.85 2.53
13 O -2.62 0.57 -1.92
14 O -9.08 0.95 -2.29
15 O -1.94 -0.93 -0.47
16 O -8.38 0.60 4.38
17 O 3.53 -6.22 -2.32
18 O 10.56 1.04 -4.04
19 C 9.38 2.82 -2.86
20 C 9.34 -1.07 0.69
21 C 1.94 -3.74 -0.41
22 C -12.28 2.39 -2.08
23 C 10.05 0.77 -5.26
24 C -2.78 -0.59 -1.26
25 C -11.13 -0.26 -2.20
26 C -1.06 2.11 3.47
27 C 3.88 -5.83 0.00
28 C -12.92 2.12 -0.74
29 C -1.20 -1.03 2.36
30 C 3.27 -5.56 -1.36
31 C -0.58 -0.21 3.45
32 C 2.92 -2.68 0.05
33 C 4.48 0.09 0.53
34 C 9.36 1.87 -6.04
35 C 3.44 1.85 3.03
36 C -4.73 1.70 -2.43
37 C 10.61 -0.72 -0.06
38 C -3.83 1.05 3.97
39 C 5.29 -0.54 1.65
40 C -3.53 1.70 2.62
41 C -2.16 2.37 2.44
42 C -4.05 -1.39 -1.45
43 C -10.28 0.99 -2.21
44 C -6.21 0.65 3.01
45 C 8.73 -2.44 -2.16
46 C -3.50 1.00 -2.96
47 C 8.12 -1.27 -1.41
48 C 2.79 0.82 2.14
49 C -5.12 0.21 4.00
50 C 10.67 2.36 -3.51
51 B -9.65 -0.75 2.46
52 B -7.63 0.09 3.32
53 B -9.57 1.09 3.88
54 H -10.67 -0.98 -2.88
55 H -0.42 2.99 3.51
56 H -2.29 3.45 2.34
57 H -4.44 2.54 -1.80
58 H 4.72 -0.75 2.55
59 H 2.48 -2.08 0.85
60 H 9.80 -2.52 -1.98
61 H -3.70 0.96 1.83
62 H -10.26 -1.57 1.84
63 H -4.54 -1.24 -2.40
64 H 7.05 -1.23 -1.60
65 H 2.81 -0.17 2.58
66 H 3.98 -6.91 0.10
67 H -3.75 0.16 -3.62
68 H -1.40 1.93 4.49
69 H 1.75 1.08 1.97
70 H 8.53 -0.31 -1.73
71 H 3.38 2.84 2.57
72 H 6.12 0.12 1.89
73 H -4.74 -1.13 -0.65
74 H 3.17 -2.02 -0.78
75 H -1.74 2.05 1.49
76 H 9.55 1.70 -7.10
77 H 10.44 -0.35 -1.08
78 H -3.01 0.42 4.32
79 H 2.93 1.88 4.00
80 H 11.46 2.29 -2.77
81 H 8.58 -2.32 -3.23
82 H -12.41 3.43 -2.35
83 H -4.30 2.45 2.45
84 H 11.13 0.05 0.50
85 H -13.99 2.33 -0.78
86 H 4.50 1.64 3.21
87 H 3.30 -5.46 0.84
88 H -5.35 2.06 -3.25
89 H -3.94 1.84 4.72
90 H -1.17 -2.07 2.64
91 H 11.23 -1.60 -0.11
92 H -12.73 1.79 -2.88
93 H -5.93 0.41 1.98
94 H 1.03 -3.27 -0.79
95 H 3.85 -3.12 0.42
96 H -12.79 1.08 -0.43
97 H 9.69 2.87 -5.80
98 H -4.84 -0.82 3.75
99 H -5.34 1.03 -1.82
100 H -2.22 -0.68 2.23
101 H -12.16 -0.11 -2.52
102 H 9.50 3.80 -2.40
103 H 11.03 3.06 -4.27
104 H 8.27 -3.37 -1.84
105 H 5.70 -1.47 1.28
106 H 8.57 2.88 -3.58
107 H -2.90 1.69 -3.55
108 H -0.65 -0.85 1.44
109 H 8.29 1.80 -5.86
110 H -6.31 1.74 3.06
111 H -11.12 -0.67 -1.20
112 H -5.53 0.20 5.01
113 H 9.09 2.10 -2.09
114 H -12.47 2.75 0.03
115 H 4.87 -5.39 0.02
116 H 1.64 -4.40 0.41
117 H -3.80 -2.44 -1.36

Properties
HOMO energy: -9.9 eV
Max |F|: 0.0218 hartree/bohr
Orbital gap: 10.2 eV
Net charge: 0
LUMO: 0.3 eV
Molar mass: 772.28 g/mol

Atomic partial charges in e from the Mulliken method, atoms 1 to 8: F -0.24; O -0.35; O -0.61; O -0.57; O -0.61; O -0.37; O -0.54; O -0.56

no.,DFT total energy (a.u.)
1,-700.64582
2,-596.06896
3,-378.84348
4,-6701.76589
5,-7157.23772
6,-696.92594
7,-885.86448
8,-2711.55927